Record 1
# C5H6O

C5H6O as an isolated structure in a non-equilibrium geometry (ωB97M-V with the def2-TZVPD basis set, OMol25).

XYZ file:
```
12
C5H6O, DFT ωB97M-V with the def2-TZVPD basis set
C -0.227 -1.376 0.216
C 0.418 -0.049 0.094
C 1.570 0.336 -0.416
O -0.084 1.001 1.547
C -0.835 1.205 0.544
C -1.713 1.455 -0.294
H -0.602 -1.527 1.227
H -1.059 -1.479 -0.480
H 0.526 -2.138 0.003
H 2.230 -0.425 -0.812
H 1.922 1.355 -0.384
H -2.146 1.644 -1.245
```

Calculated values
- Frontier orbital gap (alpha / beta): 0.2905 / 0.2905 Ha
- HOMO energy (alpha / beta): -8.29 / -8.29 eV
- LUMO energy (alpha / beta): -0.0141 / -0.0142 Ha



Record 2
# C5H6O

C5H6O as an isolated structure in a non-equilibrium geometry (ωB97M-V with the def2-TZVPD basis set, OMol25).

XYZ file:
```
12
C5H6O, DFT ωB97M-V with the def2-TZVPD basis set
O -1.505 1.611 0.965
C -0.767 1.000 0.212
C -1.158 -0.074 -0.716
C -0.015 -0.785 0.435
C 1.278 -0.480 -0.255
C 0.627 0.623 0.540
H -2.239 -0.028 -0.979
H -0.597 -0.240 -1.629
H -0.207 -1.452 1.283
H 1.249 -0.505 -1.342
H 2.241 -0.837 0.130
H 1.092 1.166 1.354
```

Calculated values
- Frontier orbital gap: 0.3783 Ha
- HOMO energy: -9.31 eV
- LUMO energy: 0.0363 Ha



Record 3
# C5H6O

The molecule C5H6O (ωB97M-V with the def2-TZVPD basis set, OMol25).

XYZ file:
```
12
C5H6O, DFT ωB97M-V with the def2-TZVPD basis set
C -1.326 2.014 0.098
C -0.605 1.291 -0.540
C 0.241 0.203 -1.045
C -0.009 -0.990 -0.110
C 0.840 -0.898 1.140
O 1.873 -0.277 1.209
H -1.947 2.640 0.699
H 1.295 0.495 -0.978
H 0.030 -0.046 -2.090
H -1.064 -1.016 0.184
H 0.209 -1.955 -0.586
H 0.462 -1.461 2.018
```

Calculated values
- Frontier orbital gap: 0.4017 Ha
- HOMO energy: -9.97 eV
- SMILES: C#CCCC=O
- LUMO energy: 0.0351 Ha



Record 4
# C5H6O

The molecule C5H6O in a non-equilibrium geometry (ωB97M-V with the def2-TZVPD basis set, OMol25).

XYZ file:
```
12
C5H6O, DFT ωB97M-V with the def2-TZVPD basis set
C 2.157 -0.555 -0.122
C 1.136 -0.614 -0.784
C -0.072 -0.026 -0.178
C -1.290 -0.889 -0.011
C -0.117 1.424 -0.030
O 0.378 0.674 1.047
H 2.936 -0.478 0.601
H -1.005 -1.909 0.272
H -1.873 -0.928 -0.936
H -1.898 -0.455 0.785
H -1.061 1.891 0.216
H 0.582 2.031 -0.601
```

Calculated values
- Frontier orbital gap: 0.3772 Ha
- HOMO energy: -9.55 eV
- SMILES: C#C[C@]1(C)CO1
- LUMO energy: 0.0263 Ha



Record 5
# C5H6O2

C5H6O2 as an isolated structure in a non-equilibrium geometry (ωB97M-V with the def2-TZVPD basis set, OMol25).

XYZ file:
```
13
C5H6O2, DFT ωB97M-V with the def2-TZVPD basis set
C 0.648 1.502 1.327
O 0.258 -2.103 0.920
C -0.117 -1.885 -0.205
C -0.913 -0.656 -0.583
O -1.193 0.107 0.590
C 0.004 0.777 0.441
C 0.173 0.367 -0.987
H 1.613 1.896 1.053
H 0.210 1.787 2.271
H 0.184 -2.492 -1.082
H -1.796 -0.885 -1.187
H -0.181 1.536 -1.062
H 1.111 0.048 -1.495
```

Calculated values
- Frontier orbital gap: 0.3464 Ha
- HOMO energy: -8.71 eV
- LUMO energy: 0.0264 Ha



Record 6
# C5H6O2

A 2-piece molecular cluster, C5H6O2 overall (ωB97M-V with the def2-TZVPD basis set, OMol25).

XYZ file:
```
13
C5H6O2, DFT ωB97M-V with the def2-TZVPD basis set
C -0.352 -0.548 -1.914
C 0.066 -0.615 -0.683
C 0.488 -0.687 0.560
C 1.755 -0.057 1.073
H -1.013 0.250 -2.248
H -0.050 -1.285 -2.654
H -0.116 -1.243 1.276
H 2.260 0.515 0.291
H 2.450 -0.820 1.444
H 1.535 0.615 1.910
O -2.470 0.730 1.328
C -2.334 1.285 0.312
O -2.221 1.861 -0.695
```

Calculated values
- Frontier orbital gap: 0.3741 Ha
- HOMO energy: -9.52 eV
- SMILES: C=C=CC.O=C=O
- LUMO energy: 0.0241 Ha



Record 7
# C5H6O2

A 2-piece molecular cluster, C5H6O2 overall (ωB97M-V with the def2-TZVPD basis set, OMol25).

XYZ file:
```
13
C5H6O2, DFT ωB97M-V with the def2-TZVPD basis set
C -0.605 -1.660 1.069
C 0.143 -0.893 0.323
C 0.887 -0.119 -0.428
C 0.652 0.124 -1.896
H -1.469 -1.261 1.595
H -0.393 -2.720 1.184
H 1.738 0.384 0.030
H -0.260 -0.371 -2.237
H 1.492 -0.251 -2.493
H 0.563 1.197 -2.098
O 0.061 2.470 1.481
C -0.911 1.849 1.646
O -1.897 1.253 1.823
```

Calculated values
- Frontier orbital gap: 0.3752 Ha
- HOMO energy: -9.55 eV
- SMILES: C=C=CC.O=C=O
- LUMO energy: 0.0242 Ha



Record 8
# C5H6O2

The molecule C5H6O2 (ωB97M-V with the def2-TZVPD basis set, OMol25).

XYZ file:
```
13
C5H6O2, DFT ωB97M-V with the def2-TZVPD basis set
C -2.495 -0.654 -0.494
C -1.319 -0.405 -0.559
C 0.118 -0.110 -0.514
C 0.781 -1.272 0.217
O 1.348 -1.169 1.279
C 0.389 1.245 0.171
O 1.751 1.440 0.441
H -3.540 -0.867 -0.434
H 0.526 -0.098 -1.535
H 0.699 -2.253 -0.291
H -0.229 1.314 1.077
H 0.077 2.046 -0.505
H 1.975 0.796 1.130
```

Calculated values
- Frontier orbital gap: 0.3977 Ha
- HOMO energy: -10.06 eV
- SMILES: C#C[C@H](C=O)CO
- LUMO energy: 0.0281 Ha



Record order is preserved below.
Energy above the lowest of the compared OMol25 structures with the same formula, charge and spin: 5.4652 2.8444 1.9307 4.2549 3.4589 0.7878 0.7800 2.3915 eV